Computed, not measured: one molecule with the formula CH3NO2S2, with wB97M-V/def2-TZVPD.

Element x y z (Å)
1 O -1.4517 1.0871 0.3646
2 N -0.1607 0.5776 -0.0716
3 O 0.6771 1.5423 -0.4692
4 C 0.1264 -0.6501 0.1518
5 S -0.9969 -1.5124 1.0208
6 S 1.7159 -1.1673 -0.7068
7 H -1.8913 0.4034 0.8623
8 H 0.0925 2.1892 -0.9986
9 H 1.8887 -2.4699 -0.1533

Calculated values
- SMILES: ON(O)C(=S)S


Computed, not measured: one molecule with the formula CH3NO3, with wB97M-V/def2-TZVPD.

Element x y z (Å)
1 N 0.2701 0.9847 -1.0176
2 C -0.3094 0.2183 0.0785
3 O -1.2309 0.5222 0.7595
4 O 0.4982 -0.7918 0.2095
5 O 0.1530 -1.7650 1.1722
6 H -0.0489 1.8311 -1.4038
7 H 0.4128 0.3961 -1.8198
8 H 0.2551 -1.3957 2.0213

Calculated values
- SMILES: NC(=O)OO


Computed, not measured: CH3NO3 as an isolated structure, with wB97M-V/def2-TZVPD.

Element x y z (Å)
1 C -0.0142 -0.1452 -0.1915
2 N -1.9499 0.0641 -0.0675
3 O -2.6162 -0.9062 -0.2656
4 O -2.2381 1.1910 0.2012
5 O 0.4547 1.0885 0.0457
6 H 0.1236 -0.9105 0.5678
7 H 0.1312 -0.4622 -1.2130
8 H 0.3779 1.3251 0.9766


Computed, not measured: one molecule with the formula CH3NO3, with wB97M-V/def2-TZVPD.

Element x y z (Å)
1 C -0.1716 -0.2429 0.1848
2 N 0.9018 0.4594 -0.4239
3 O -1.2301 0.8803 0.4365
4 O 1.7772 1.1787 0.2338
5 O -2.3696 0.6429 -0.1533
6 H -0.5614 -0.9368 -0.6864
7 H -0.0040 -0.8122 1.1479
8 H 0.8322 0.7154 -1.4302


Computed, not measured: one molecule with the formula CH3NO3, with wB97M-V/def2-TZVPD.

Element x y z (Å)
1 H -0.8077 1.6598 -0.1295
2 N -0.9469 1.1471 0.7396
3 C -0.5351 -0.0107 0.7653
4 O -0.6416 -1.0128 -0.6743
5 O 0.1945 -0.2934 -1.4418
6 O 1.3985 0.0680 -0.3828
7 H -0.5042 -0.7613 1.5464
8 H 1.8424 -0.7966 -0.4230

Calculated values
- SMILES: [H]/N=C\OOO


Computed, not measured: an isolated ion of composition CH3NO3P and charge -1, with wB97M-V/def2-TZVPD.

Element x y z (Å)
1 C 0.0708 -0.2567 0.0063
2 N 2.7181 -1.6151 -1.3507
3 O 1.4316 -1.8250 -1.6394
4 O 3.0344 -0.8315 -0.4536
5 O 0.2762 -2.8851 0.3720
6 P -0.1689 -1.9497 -0.6534
7 H 0.3343 0.4087 -0.8574
8 H 0.8141 0.0855 0.7944
9 H -0.9080 -0.0406 0.3636

Calculated values
- <S²>: 2.011
- Spin multiplicity: 3
- Net charge: -1


Computed, not measured: CH3NO3PS as an isolated structure, with wB97M-V/def2-TZVPD.

Element x y z (Å)
1 C 2.5056 0.4415 -0.0791
2 N 3.3369 1.2188 0.0073
3 O -0.5798 0.6708 -1.1416
4 O -1.8654 -1.2248 -0.0352
5 O -0.5411 0.3965 1.2891
6 P -0.5057 -0.3742 0.0061
7 S 1.2518 -1.4858 0.0721
8 H -0.2933 0.6423 -2.0930
9 H -2.2769 -1.6274 0.7227
10 H -1.0321 1.3423 1.2516

Calculated values
- Net charge: +1


Computed, not measured: a 2-piece molecular cluster, CH3NO3S overall, with wB97M-V/def2-TZVPD.

Element x y z (Å)
1 C -0.8421 -0.3895 0.1419
2 N 0.1063 0.2913 0.3075
3 O -0.8690 -1.1856 -0.8998
4 O 2.7169 0.9181 -0.5568
5 O 2.2056 -0.9664 0.9489
6 S 2.0579 -0.3560 -0.3768
7 H -1.7388 -0.6334 0.6824
8 H 0.4909 0.8488 1.1375
9 H 0.2161 -1.1808 -1.6486


Computed, not measured: a 2-piece molecular cluster, CH3NO3S overall, with wB97M-V/def2-TZVPD.

Element x y z (Å)
1 C -0.4694 -0.0160 0.7574
2 N -1.3383 0.8148 0.0269
3 O -1.5371 1.9295 0.4241
4 O -1.7956 0.3526 -0.9972
5 O -0.4405 -1.2374 0.3356
6 S 1.7928 1.1065 -0.0008
7 H -0.1583 0.3704 1.7562
8 H -0.8973 -1.0503 -0.5105
9 H 1.2364 2.3494 -0.3837


Computed, not measured: one molecule with the formula CH3NO3S, with wB97M-V/def2-TZVPD.

Element x y z (Å)
1 C 0.2114 -0.2147 -0.4244
2 N -0.3870 0.8078 0.2051
3 O 1.3295 0.7544 2.2556
4 O -0.6641 -0.7159 2.3361
5 O 1.2049 -0.8825 -0.1387
6 S -0.3047 0.6221 1.9799
7 H -0.3873 -0.5625 -1.4000
8 H -1.1023 1.1930 -0.3093
9 H 1.6848 0.0107 1.8943


Computed, not measured: one molecule with the formula CH3NO3S2, with wB97M-V/def2-TZVPD.

Element x y z (Å)
1 C 0.7223 0.7375 0.3456
2 N -1.3407 -0.3208 -1.2040
3 O 1.6036 1.9814 2.5048
4 O -0.1525 -1.5459 0.8005
5 O 0.9893 -1.1291 -1.4575
6 S 0.8376 0.8098 2.1224
7 S 0.0989 -0.7306 -0.3884
8 H 0.8778 1.6556 -0.1824
9 H -1.5801 -1.0034 -1.9521
10 H -2.0564 -0.4545 -0.5889


Computed, not measured: one molecule with the formula CH3NO3S2, with wB97M-V/def2-TZVPD.

Element x y z (Å)
1 C 1.4939 -0.0909 -0.0007
2 N -2.9774 -0.3449 -0.0887
3 O -1.2492 1.7434 0.1323
4 O -0.6446 -0.5810 1.1152
5 O -0.6272 -0.4330 -1.2542
6 S -1.7487 0.3701 0.0369
7 S 0.1080 -1.2111 -0.1213
8 H 2.0894 -0.1699 0.8693
9 H 2.3703 -0.2556 -0.7741
10 H 1.1854 0.9730 0.0853


The following ΔE to the lowest compared entry with this formula, charge and spin values (in kcal/mol) correspond, in order, to the records above: 78.9; 33.4; 61.6; 132.4; 149.5; 67.4; 46.7; 69.6; 120.7; 30.1; 11.0; 67.4.